{"formula": "C50H112FN4O2", "method": "ωB97M-V/def2-TZVPD", "total_charge": 1, "lumo_energy_ev": -3.24, "e_homo_ev": -11.25, "e_tot_ev": -66431.5120, "elements": ["C", "C", "C", "N", "C", "C", "C", "C", "C", "C", "C", "C", "C", "F", "N", "C", "N", "C", "C", "C", "C", "C", "C", "N", "C", "O", "O", "H", "H", "H", "H", "H", "H", "H", "H", "H", "H", "H", "H", "H", "H", "H", "H", "H", "H", "H", "H", "H", "H", "H", "H", "H", "H", "H", "H", "H", "H", "H", "H", "H", "H", "H", "H", "H", "H", "H", "H", "H", "H", "C", "C", "C", "C", "C", "C", "H", "H", "H", "H", "H", "H", "H", "H", "H", "H", "H", "H", "H", "H", "C", "C", "C", "C", "C", "C", "H", "H", "H", "H", "H", "H", "H", "H", "H", "H", "H", "H", "H", "H", "C", "C", "C", "C", "C", "C", "H", "H", "H", "H", "H", "H", "H", "H", "H", "H", "H", "H", "H", "H", "C", "C", "C", "C", "C", "C", "H", "H", "H", "H", "H", "H", "H", "H", "H", "H", "H", "H", "H", "H", "C", "C", "C", "C", "C", "C", "H", "H", "H", "H", "H", "H", "H", "H", "H", "H", "H", "H", "H", "H"], "xyz": [[5.628898, -0.186295, 5.185861], [5.775227, -0.769476, 3.775082], [6.262937, 0.226462, 2.702528], [5.417293, 0.417979, 1.521173], [4.546768, 1.576986, 1.279326], [4.247724, 1.535974, -0.244133], [3.512961, 2.715847, -0.929689], [3.530567, 0.236120, -0.653294], [3.899598, -0.143775, -2.101388], [5.293124, 2.854202, 1.835283], [5.286904, 4.191552, 1.074386], [6.309710, 5.231225, 1.562945], [5.650268, 6.343597, 2.367586], [6.519043, 6.814360, 3.355897], [4.761934, 2.896788, 3.246579], [5.378307, 3.626559, 4.382482], [4.416605, 4.527041, 4.977882], [3.745677, 2.141227, 3.412818], [3.246174, 1.516298, 2.167371], [2.133081, 2.505589, 1.691740], [0.894049, 2.567770, 2.601354], [0.158800, 3.919551, 2.502905], [-1.367284, 3.806411, 2.259546], [-2.260284, 4.511350, 3.163951], [2.608099, 0.132172, 2.345494], [2.351444, -0.036498, 3.731315], [2.016028, -1.436542, 3.863116], [5.770849, -0.953322, 5.948796], [6.394590, 0.575138, 5.372750], [4.643149, 0.252569, 5.355114], [4.852137, -1.249097, 3.456408], [6.516277, -1.570480, 3.839755], [7.213613, -0.149634, 2.318546], [6.527351, 1.168551, 3.199511], [5.950040, 0.206039, 0.692820], [5.248236, 1.498244, -0.700129], [3.210457, 3.513880, -0.262236], [2.610728, 2.358393, -1.430803], [4.136060, 3.168358, -1.703313], [3.774416, -0.607293, -0.008562], [2.444345, 0.373808, -0.597583], [3.061761, -0.565625, -2.655121], [4.692966, -0.896350, -2.094035], [4.288913, 0.724146, -2.638032], [6.348647, 2.591647, 1.945468], [5.509631, 3.930848, 0.041735], [4.293774, 4.648622, 1.066477], [6.807144, 5.675557, 0.699612], [7.092794, 4.762906, 2.166174], [4.748008, 6.001088, 2.875425], [5.377127, 7.187490, 1.730840], [6.225505, 4.183271, 3.999948], [5.761138, 2.862436, 5.065235], [3.938624, 4.085192, 5.756185], [4.900618, 5.325605, 5.377007], [3.289460, 2.028369, 4.388442], [2.553765, 3.506427, 1.573799], [1.817551, 2.148040, 0.706756], [0.203262, 1.793721, 2.251542], [1.114382, 2.308193, 3.639571], [0.340583, 4.527643, 3.393590], [0.592065, 4.476291, 1.663737], [-1.576704, 4.177112, 1.252002], [-1.657803, 2.751426, 2.259557], [-2.063461, 5.503415, 3.192075], [-2.208590, 4.148895, 4.107071], [3.277621, -0.654346, 2.000170], [1.670599, 0.066305, 1.784276], [1.888826, -1.489274, 4.823676], [-0.906437, 1.598425, -1.202698], [-0.716901, 0.320032, -0.389755], [-1.234471, -0.930682, -1.095762], [-2.731777, -0.888750, -1.402171], [-3.634084, -0.687750, -0.186628], [-3.526558, -1.807322, 0.843563], [-1.962554, 1.802917, -1.379369], [-0.492290, 2.463757, -0.677392], [-0.413125, 1.528700, -2.175094], [-1.212897, 0.436735, 0.579312], [0.349454, 0.180628, -0.171813], [-1.003098, -1.810160, -0.488961], [-0.687397, -1.060332, -2.035205], [-3.012743, -1.821672, -1.901048], [-2.931434, -0.091411, -2.122038], [-4.667851, -0.621644, -0.535993], [-3.418272, 0.273293, 0.290734], [-3.760165, -2.773020, 0.389936], [-4.227042, -1.646538, 1.664421], [-2.525308, -1.872889, 1.274036], [7.298360, -5.872345, -3.285925], [7.386389, -4.527099, -2.572963], [7.899052, -4.629761, -1.136923], [7.029605, -5.475838, -0.204267], [5.574522, -5.021452, -0.102453], [5.419322, -3.603301, 0.435561], [6.590630, -6.543601, -2.797383], [6.971351, -5.749060, -4.318635], [8.271268, -6.367541, -3.301225], [6.404525, -4.043503, -2.585688], [8.054283, -3.867363, -3.132833], [8.006088, -3.621640, -0.724481], [8.907184, -5.054575, -1.149876], [7.476753, -5.463157, 0.794911], [7.051858, -6.518990, -0.528014], [5.037590, -5.712377, 0.551731], [5.090276, -5.093407, -1.079836], [5.878049, -3.507945, 1.423286], [4.363214, -3.340229, 0.530653], [5.882781, -2.866825, -0.225702], [-2.992990, -4.933772, -7.290345], [-2.678148, -3.571402, -6.681469], [-2.754744, -3.553228, -5.155564], [-4.129886, -3.896270, -4.578910], [-5.269918, -3.000849, -5.063163], [-5.067573, -1.531659, -4.709235], [-4.013941, -5.248400, -7.069663], [-2.885348, -4.913585, -8.375195], [-2.317109, -5.698882, -6.902067], [-3.356103, -2.820644, -7.097003], [-1.672091, -3.267422, -6.982360], [-2.443344, -2.567668, -4.795698], [-2.024122, -4.264016, -4.755525], [-4.071887, -3.832128, -3.486663], [-4.373716, -4.937680, -4.803904], [-6.201373, -3.355538, -4.615006], [-5.397553, -3.103186, -6.144169], [-4.945917, -1.415642, -3.628892], [-5.922001, -0.927691, -5.016841], [-4.181064, -1.117967, -5.193173], [-4.734315, 1.995036, -3.850124], [-4.305513, 3.447370, -4.032858], [-3.985098, 4.156869, -2.717428], [-5.149398, 4.233704, -1.727671], [-6.404689, 4.914995, -2.270054], [-6.181806, 6.368064, -2.676223], [-5.657784, 1.917255, -3.274150], [-4.908306, 1.514896, -4.813347], [-3.963684, 1.420875, -3.330284], [-5.085447, 3.991448, -4.571902], [-3.417931, 3.484007, -4.670261], [-3.620791, 5.164542, -2.935666], [-3.152798, 3.636555, -2.230366], [-4.812445, 4.770759, -0.834908], [-5.409271, 3.226317, -1.390091], [-7.180867, 4.871809, -1.502107], [-6.794649, 4.353277, -3.123400], [-5.807295, 6.953794, -1.833656], [-7.110587, 6.828087, -3.014500], [-5.459973, 6.454629, -3.489954], [-7.588150, -3.130196, 0.550425], [-7.537641, -2.359224, 1.865791], [-7.018320, -3.188736, 3.038908], [-7.866392, -4.415216, 3.381902], [-9.329128, -4.111615, 3.702561], [-9.511712, -3.198626, 4.910612], [-8.276559, -3.974691, 0.602997], [-7.919587, -2.490117, -0.268423], [-6.600715, -3.520534, 0.291238], [-8.530016, -1.962227, 2.095244], [-6.886932, -1.488348, 1.742035], [-6.932804, -2.545325, 3.919019], [-6.000506, -3.523759, 2.811186], [-7.413388, -4.920591, 4.240705], [-7.824389, -5.131330, 2.556891], [-9.846343, -5.056603, 3.885660], [-9.817445, -3.665977, 2.831468], [-9.045703, -3.631534, 5.798576], [-10.568537, -3.044952, 5.130725], [-9.066518, -2.216037, 4.745892]], "forces_ev_per_a": [[0.043, 0.042, -0.058], [0.136, -0.147, 0.203], [0.130, -0.012, -0.022], [-0.229, -0.163, 0.164], [0.100, 0.089, -0.020], [0.196, 0.037, -0.070], [0.130, 0.174, -0.174], [-0.095, -0.317, -0.390], [0.207, -0.061, 0.201], [0.040, 0.101, 0.141], [-0.223, -0.079, 0.181], [-0.037, 0.031, -0.071], [-0.010, 0.072, 0.108], [-0.063, -0.101, -0.111], [-0.060, -0.063, -0.408], [-0.032, 0.154, 0.158], [0.238, -0.115, 0.283], [0.041, -0.135, 0.156], [-0.191, 0.287, -0.049], [-0.031, -0.191, 0.114], [-0.288, -0.129, -0.205], [0.091, 0.031, -0.170], [-0.067, 0.052, -0.113], [0.080, -0.047, 0.018], [0.079, -0.161, 0.029], [0.090, -0.257, 0.046], [0.030, 0.254, 0.107], [-0.088, 0.015, -0.057], [-0.052, -0.053, 0.007], [-0.004, 0.080, -0.031], [-0.088, 0.022, -0.026], [-0.075, 0.012, -0.093], [-0.044, 0.046, 0.009], [-0.035, -0.026, -0.020], [-0.119, 0.059, -0.094], [-0.067, -0.047, 0.065], [0.071, -0.055, -0.164], [0.038, 0.031, 0.055], [-0.009, -0.035, 0.034], [0.070, 0.123, 0.040], [0.145, 0.102, 0.146], [0.009, 0.067, 0.014], [-0.012, 0.081, -0.056], [-0.186, -0.069, -0.143], [-0.056, 0.007, -0.073], [0.017, -0.032, -0.002], [0.049, -0.081, -0.013], [0.078, -0.087, 0.076], [-0.014, 0.064, -0.033], [-0.031, -0.086, 0.074], [0.062, -0.006, 0.060], [0.001, 0.043, -0.078], [-0.041, -0.018, -0.077], [-0.051, 0.018, -0.086], [-0.067, 0.071, -0.206], [0.034, 0.092, -0.011], [-0.035, -0.091, 0.082], [-0.001, 0.227, 0.137], [0.087, -0.049, 0.149], [0.051, 0.098, -0.033], [0.002, -0.071, -0.013], [-0.025, 0.041, 0.101], [-0.058, -0.091, 0.043], [-0.016, 0.061, 0.032], [-0.017, -0.008, 0.010], [0.025, 0.036, 0.011], [0.073, 0.050, 0.114], [0.060, -0.003, 0.038], [-0.025, -0.010, -0.146], [0.077, -0.008, 0.123], [0.086, 0.092, -0.010], [-0.032, -0.012, 0.025], [-0.017, -0.015, -0.036], [-0.011, -0.057, 0.006], [-0.055, 0.065, 0.012], [0.002, 0.016, -0.002], [-0.007, 0.023, -0.022], [-0.013, -0.024, -0.014], [0.005, -0.050, 0.014], [-0.046, 0.006, -0.002], [-0.013, 0.006, 0.015], [0.001, 0.009, -0.006], [0.007, 0.002, -0.009], [0.011, -0.039, -0.043], [-0.007, 0.012, 0.012], [-0.009, 0.016, -0.017], [0.019, -0.015, 0.009], [0.002, -0.034, 0.009], [0.007, -0.004, -0.007], [-0.019, 0.032, -0.001], [0.017, -0.017, -0.012], [-0.002, 0.003, 0.012], [0.005, 0.004, -0.013], [0.040, 0.008, 0.024], [-0.113, 0.037, -0.013], [0.001, -0.004, 0.003], [0.008, -0.003, -0.004], [-0.002, -0.013, 0.011], [0.001, 0.013, 0.007], [-0.006, 0.003, -0.007], [0.000, -0.004, 0.011], [0.002, 0.001, -0.012], [-0.011, -0.002, 0.006], [0.011, 0.001, -0.010], [-0.010, 0.004, -0.003], [0.003, -0.015, -0.007], [0.021, 0.018, -0.009], [0.010, 0.023, 0.028], [0.018, -0.007, 0.006], [-0.003, 0.035, -0.008], [0.014, -0.026, -0.006], [0.003, 0.008, 0.019], [0.000, -0.010, 0.003], [0.025, 0.018, 0.026], [-0.049, -0.055, 0.006], [-0.002, -0.002, 0.003], [0.007, -0.006, -0.001], [-0.011, -0.010, 0.010], [0.002, 0.013, 0.008], [-0.003, 0.005, -0.010], [-0.008, 0.002, 0.009], [0.004, -0.004, -0.009], [-0.017, 0.000, 0.004], [0.016, -0.003, -0.006], [-0.011, 0.013, -0.011], [0.011, -0.026, -0.004], [0.019, 0.058, -0.003], [-0.003, 0.000, 0.010], [0.005, 0.011, 0.012], [-0.020, 0.071, -0.080], [0.037, -0.036, 0.050], [0.003, 0.009, 0.007], [0.009, -0.011, 0.004], [0.000, 0.030, 0.012], [-0.018, -0.029, -0.008], [0.006, -0.021, 0.013], [0.002, -0.018, 0.006], [-0.007, 0.009, 0.022], [0.003, 0.022, 0.007], [-0.011, -0.006, -0.018], [-0.013, 0.006, 0.006], [0.010, 0.000, -0.013], [-0.007, 0.004, 0.003], [0.009, -0.006, -0.003], [-0.009, -0.001, -0.007], [-0.001, -0.016, 0.004], [0.015, 0.003, -0.004], [-0.001, 0.006, 0.006], [0.003, 0.001, 0.000], [-0.015, 0.038, 0.011], [0.063, 0.001, -0.061], [0.007, 0.001, 0.013], [0.006, -0.004, -0.006], [0.000, 0.001, 0.033], [-0.014, -0.008, -0.032], [0.004, -0.007, 0.001], [0.006, 0.000, -0.004], [-0.001, -0.020, 0.005], [0.001, 0.002, 0.022], [-0.017, 0.017, 0.004], [-0.008, -0.006, 0.006], [0.001, 0.005, -0.009], [-0.007, -0.002, 0.004], [0.007, 0.005, -0.005], [-0.010, 0.003, -0.004], [0.002, -0.010, -0.013], [0.013, 0.010, 0.003], [0.000, -0.004, 0.008], [0.003, 0.002, 0.001]]}